Here is a 2-piece molecular cluster, C3H12NO overall from the Open Molecules 2025 dataset. Energies are from ωB97M-V/def2-TZVPD.

Results
HOMO energy in eV: -13.875
Lowest unoccupied orbital energy in eV: -3.67
Frontier orbital gap in eV: 10.2
Energy relative to the best compared isomer or geometry (same formula, charge and spin) in eV: 1.031

Structure (ORCA input):
```
! RIJCOSX wB97M-V def2-TZVPD def2/J DEFGRID3
* xyz 1 1
O 1.91 -0.08 -0.40
N -1.94 1.02 0.14
C -1.55 -1.19 1.24
C -0.95 0.16 0.88
C 2.53 0.00 -1.69
H -2.17 0.64 -0.78
H 2.62 -0.01 0.26
H -0.77 -1.76 1.74
H 3.03 0.96 -1.82
H -1.85 -1.75 0.35
H -0.07 0.04 0.25
H -1.56 1.96 0.00
H -0.65 0.70 1.77
H 1.75 -0.10 -2.44
H 3.26 -0.79 -1.83
H -2.82 1.12 0.67
H -2.41 -1.09 1.90
*
```